Here is 4 unconnected molecules or ions with the total composition C45H76BrF6N2O17P3S at a distorted geometry from the OMol25 dataset. Energies are from ωB97M-V with the def2-TZVPD basis set.

Geometry as XYZ:
```
151
Properties=species:S:1:pos:R:3:forces:R:3:mulliken_charge:R:1
H 6.4348 2.8943 -5.0967 -0.08 -0.27 0.40 0.291
N 6.2521 2.4505 -4.1814 -1.18 -3.44 -1.08 -0.721
C 5.8149 1.2074 -4.3537 0.31 2.39 1.01 0.477
C 5.4511 0.4108 -3.0088 0.76 -0.90 -1.15 -0.658
C 5.6298 0.5820 -5.8461 0.09 0.53 -0.02 -0.919
C 4.1458 -0.0002 -6.0711 1.31 -1.73 0.56 -0.062
C 3.8755 -1.3788 -5.8862 -1.98 3.33 -1.19 0.402
S 5.0862 -2.6780 -5.3877 -0.22 -2.12 6.32 1.156
O 6.2346 -2.1912 -4.5516 -2.19 -0.11 -3.42 -0.541
O 4.3608 -3.7249 -4.5560 1.28 2.74 -3.62 -0.626
C 5.7584 -3.4280 -6.9939 0.67 1.57 -2.24 0.687
F 4.7827 -3.4044 -8.0154 2.17 -0.46 2.54 -0.235
F 6.7934 -2.5185 -7.4154 -2.26 -2.04 0.83 -0.274
C 6.4672 -4.8509 -6.7850 1.34 -1.98 -1.20 0.590
F 5.6702 -5.8219 -6.1579 2.24 2.82 -1.27 -0.183
F 7.7083 -4.6254 -6.1434 -3.47 -0.83 -1.11 -0.203
F 6.7964 -5.3911 -8.0736 -0.93 1.48 3.06 -0.249
C 2.3572 -1.8519 -6.1830 -0.27 -3.05 -0.55 0.036
O 2.2045 -3.0627 -6.4801 0.21 4.23 0.91 -0.548
C 1.1247 -0.8142 -6.1479 -0.92 2.18 0.19 0.342
C -0.3578 -1.2816 -5.9188 1.64 2.55 -0.79 -0.439
O -0.5463 -2.6694 -5.6987 -0.33 2.70 -1.30 -0.230
C -1.0535 -3.3526 -6.8769 -1.39 -1.87 -0.46 -0.854
C -1.7725 -4.7081 -6.3298 1.11 0.15 0.15 0.699
C -2.2812 -5.5699 -7.5937 0.58 0.24 0.66 -1.238
C -2.8955 -4.4214 -5.2245 -0.47 -0.16 -0.61 -0.479
C -3.1499 -5.6344 -4.1981 -0.13 1.52 1.48 0.249
C -4.5518 -5.2771 -3.4392 0.60 0.58 -0.91 -0.990
C -2.0154 -5.5095 -3.0364 -0.28 0.06 0.12 -1.057
C -1.5337 -0.2305 -5.9386 3.05 0.97 -1.00 0.465
C -3.0153 -0.7847 -5.7192 0.31 -0.86 1.42 0.719
C -3.2645 -0.8080 -4.1102 0.52 0.00 -0.71 -0.998
F -4.0337 -0.0660 -6.4360 1.62 -0.68 1.03 -0.397
C -1.1860 1.2882 -6.1623 2.34 -1.87 0.21 0.463
C -2.3231 2.4117 -6.2158 -0.89 -1.27 -0.37 -1.224
C -2.9329 2.5297 -7.7142 -1.59 0.93 -2.27 0.688
C -2.4052 1.5985 -8.9377 0.12 -0.19 0.62 -0.822
N -3.9170 3.3618 -8.0103 2.51 -1.83 1.57 -0.824
H -4.1867 3.2676 -9.0015 0.32 -0.06 0.60 0.271
C 0.3202 1.7166 -6.3534 -0.43 -2.73 0.27 -0.362
Br 0.6767 3.6736 -6.5908 -0.35 -2.21 0.22 -0.125
C 1.5043 0.7048 -6.3598 -3.24 -1.16 0.67 0.546
C 3.0323 1.0817 -6.5353 0.61 1.54 -0.90 0.248
O 3.4693 2.1472 -7.0390 -1.82 -3.84 1.91 -0.545
H 6.4190 -0.1355 -2.6845 -1.58 0.88 -0.46 0.219
H 4.7069 -0.4276 -3.2623 0.96 1.37 0.64 0.110
H 5.1018 1.0820 -2.1553 0.45 -0.78 -1.52 0.331
H 6.4493 -0.1986 -6.0841 -1.59 1.03 0.70 0.240
H 5.8583 1.4657 -6.5563 -0.83 -1.47 1.06 0.441
H -0.2388 -3.6732 -7.6140 -0.76 0.70 1.25 0.315
H -1.8255 -2.7340 -7.4703 1.17 -0.65 1.04 0.327
H -0.9235 -5.3122 -5.8399 -1.23 0.99 -0.53 0.302
H -1.5928 -6.4795 -7.7658 -1.18 1.44 0.28 0.258
H -2.1985 -4.8984 -8.5161 -0.57 -1.10 1.09 0.350
H -3.3383 -5.9296 -7.3636 1.35 0.49 -0.73 0.353
H -2.6843 -3.4915 -4.5735 0.02 -1.52 -1.08 -0.212
H -3.8704 -4.1685 -5.7975 1.30 -0.50 0.86 0.341
H -3.1777 -6.6673 -4.6827 0.14 1.46 0.60 0.332
H -5.4486 -5.5511 -4.0961 1.17 0.15 1.14 0.307
H -4.5610 -4.1200 -3.3734 -0.06 -1.84 0.18 0.117
H -4.5968 -5.7107 -2.3827 -0.11 0.46 -1.62 0.345
H -2.0846 -6.3665 -2.2706 0.19 1.14 -1.33 0.360
H -2.1935 -4.5432 -2.4222 0.13 -1.43 -1.13 0.176
H -0.9565 -5.4246 -3.4527 -1.39 -0.33 0.51 0.285
H -3.1167 -1.8897 -6.0430 0.42 2.00 0.20 -0.213
H -2.3128 -1.3023 -3.6736 -1.64 0.68 -0.63 0.234
H -3.3016 0.2549 -3.6985 -0.19 -1.47 -0.49 0.371
H -4.1916 -1.4384 -3.8393 1.44 1.19 -0.45 0.257
H -2.0127 3.4185 -5.7827 -0.15 -1.44 -0.90 0.618
H -3.2044 2.0446 -5.5613 1.43 0.56 -1.11 0.148
H -2.6791 0.4921 -8.7354 0.77 1.75 -0.20 0.135
H -2.9116 1.8661 -9.9324 0.56 -0.09 1.69 0.399
H -1.2793 1.7440 -9.1023 -1.54 -0.50 0.41 0.216
C -6.7328 3.7326 -1.0315 -0.13 0.22 0.09 -0.954
C -5.2795 3.6664 -0.5971 0.08 0.27 -0.26 -0.408
O -5.1002 2.8005 0.5185 -0.70 -0.03 -0.61 -0.305
P -5.1992 1.1588 0.2749 5.44 4.87 6.26 1.224
O -4.0917 1.1512 -0.7943 -3.65 -2.30 -1.83 -0.630
O -4.1951 0.6278 1.4901 -0.90 -1.14 -0.50 -0.438
C -3.1828 -0.3288 1.1699 0.62 0.05 0.12 -0.395
C -1.8389 0.3591 0.9910 0.12 0.21 -0.12 -0.957
O -6.4677 1.1054 1.4184 -0.66 -2.03 -3.46 -0.519
C -6.3926 1.8404 2.6437 0.01 0.87 0.54 -0.075
C -7.2611 3.0839 2.5917 -0.14 0.10 -0.19 -1.054
H -7.1699 2.7342 -1.1278 0.05 0.01 -0.11 0.260
H -6.8235 4.2522 -1.9886 0.01 -0.08 0.04 0.378
H -7.3314 4.2771 -0.2979 -0.01 -0.10 -0.05 0.276
H -4.6473 3.3589 -1.4332 0.01 -0.12 0.11 0.346
H -4.9408 4.6615 -0.2963 0.01 -0.14 0.15 0.271
H -3.4593 -0.9080 0.2874 0.06 0.14 -0.01 0.327
H -3.1124 -1.0379 2.0020 -0.21 0.17 0.00 0.376
H -1.9255 1.2761 0.3979 -0.12 -0.27 -0.04 0.244
H -1.1275 -0.3023 0.4904 -0.01 0.00 0.08 0.376
H -1.4235 0.6567 1.9532 0.01 -0.06 0.07 0.227
H -5.3675 2.1033 2.9075 -0.04 -0.13 -0.24 0.241
H -6.7701 1.1783 3.4274 0.03 -0.23 -0.26 0.406
H -6.8722 3.8169 1.8896 0.14 -0.05 0.01 0.115
H -7.3030 3.5677 3.5719 -0.02 -0.18 0.01 0.402
H -8.2762 2.8394 2.2678 0.04 -0.06 0.17 0.280
C 3.7830 1.6355 3.4628 0.24 -0.08 0.09 -1.128
C 2.6228 1.3281 4.3925 -0.01 -0.41 -0.12 -0.333
O 2.3192 2.4307 5.2413 0.42 -0.16 -0.72 0.087
P 1.5619 3.7574 4.5838 -0.53 -3.88 8.79 1.105
O 0.3833 2.9198 4.0637 1.32 2.67 -3.58 -0.728
O 0.7447 4.3145 5.9216 0.08 1.13 -1.04 -0.452
C -0.6442 4.6268 5.7950 -0.47 -0.20 0.32 -0.354
C -1.4907 3.4812 6.3232 -0.17 -0.16 -0.09 -0.975
O 2.8953 4.6845 5.1142 -1.24 0.87 -3.79 -0.565
C 3.4625 4.4907 6.4134 0.55 -0.53 0.66 0.190
C 4.7646 3.7152 6.3338 0.12 -0.11 -0.19 -1.004
H 3.6538 2.6004 2.9634 -0.07 -0.07 -0.08 0.276
H 3.8833 0.8552 2.7042 -0.04 0.08 0.02 0.407
H 4.7219 1.6834 4.0188 -0.05 0.06 -0.08 0.308
H 1.7444 1.0279 3.8166 -0.03 0.14 0.07 0.336
H 2.8816 0.4821 5.0352 -0.03 0.15 0.12 0.200
H -0.8979 4.8725 4.7627 0.02 -0.17 0.04 0.344
H -0.8452 5.5244 6.3900 0.26 -0.07 -0.04 0.391
H -1.1175 2.5106 5.9836 -0.17 0.32 -0.24 0.260
H -2.5283 3.5790 5.9949 0.04 0.05 0.06 0.430
H -1.4691 3.4537 7.4117 -0.04 0.09 0.04 0.217
H 2.7699 4.0013 7.0994 -0.08 0.04 -0.25 -0.047
H 3.6682 5.4865 6.8149 -0.19 0.09 -0.27 0.410
H 4.6013 2.6854 6.0265 -0.13 0.00 0.07 0.022
H 5.2574 3.6855 7.3099 -0.06 0.16 -0.04 0.413
H 5.4427 4.1626 5.6022 -0.03 0.10 0.15 0.303
C 0.3312 1.2561 8.0701 -0.01 0.14 0.11 -0.009
C 1.7893 1.1945 8.4869 0.04 0.25 -0.37 -0.333
O 1.9838 0.3383 9.6083 -0.65 -0.29 -0.46 -0.471
P 1.8829 -1.3048 9.3793 5.39 4.69 5.97 1.240
O 2.9558 -1.3509 8.2821 -3.73 -2.10 -1.55 -0.717
O 2.8972 -1.8454 10.5827 -0.87 -1.00 -0.47 -0.369
C 3.8971 -2.8100 10.2498 0.58 0.05 0.10 -0.341
C 5.2446 -2.1333 10.0554 0.11 0.20 -0.15 -1.047
O 0.6225 -1.3702 10.5317 -0.61 -1.91 -3.47 -0.492
C 0.7021 -0.6401 11.7592 0.01 0.84 0.51 -0.047
C -0.1736 0.5987 11.7183 -0.14 0.11 -0.19 -1.022
H -0.1071 0.2564 7.9882 0.06 -0.02 -0.09 0.307
H 0.2299 1.7658 7.1120 0.20 -0.15 0.14 -0.469
H -0.2582 1.8073 8.8065 -0.02 -0.09 -0.03 0.183
H 2.4108 0.8799 7.6456 0.00 -0.09 0.10 0.317
H 2.1311 2.1926 8.7743 0.02 -0.13 0.15 0.125
H 3.6054 -3.3861 9.3703 0.08 0.16 -0.01 0.322
H 3.9715 -3.5202 11.0806 -0.21 0.18 0.01 0.358
H 5.1575 -1.2155 9.4637 -0.13 -0.27 -0.05 0.255
H 5.9445 -2.8001 9.5462 -0.01 0.01 0.08 0.345
H 5.6738 -1.8403 11.0129 0.01 -0.08 0.08 0.310
H 1.7275 -0.3726 12.0168 -0.04 -0.13 -0.23 0.244
H 0.3338 -1.3076 12.5428 0.03 -0.22 -0.26 0.399
H 0.2063 1.3367 11.0164 0.14 -0.05 -0.01 0.109
H -0.2113 1.0784 12.7007 -0.02 -0.18 0.01 0.412
H -1.1896 0.3499 11.4004 0.04 -0.06 0.16 0.274
```
Forces are in eV/Å.

Computed properties:
- Structure (SMILES): [H]/N=C(/C)CC1=C(S(=O)(=O)C(F)(F)C(F)(F)F)C(=O)c2c(OC[C@H](C)CC(C)C)c([C@@H](C)F)c(C/C(C)=N/[H])c(Br)c2C1=O.CCOP(=O)(OCC)OCC.CCOP(=O)(OCC)OCC.CCOP(=O)(OCC)OCC

---

Here is a single C4H5N3O4 molecule at a distorted geometry from the OMol25 dataset. Energies are from ωB97M-V with the def2-TZVPD basis set.

Geometry as XYZ:
```
16
Properties=species:S:1:pos:R:3:forces:R:3:mulliken_charge:R:1
N -1.0436 -1.4444 -0.4531 -0.05 0.81 -2.64 -0.646
C -0.5576 -0.1671 -0.0182 2.77 -1.62 0.79 1.400
N -1.5061 0.6783 0.7167 -0.72 -1.43 -1.00 0.916
O -1.1354 1.7866 0.8954 0.34 2.27 0.77 -0.572
O -2.5314 0.1622 1.0878 -0.53 0.04 0.36 -0.639
C 0.6283 -0.4818 0.9598 -0.55 1.03 -3.83 -1.260
C 1.8491 0.1033 0.2832 -1.69 -0.15 0.96 0.390
O 2.9230 0.0154 0.7482 2.50 0.18 0.28 -0.528
N 1.4677 0.7592 -0.8747 0.20 -0.49 0.89 0.019
C 0.1490 0.6357 -1.1172 -2.20 1.31 -2.08 -0.179
O -0.4337 1.0910 -2.0887 0.58 -0.60 1.01 -0.596
H -1.9933 -1.4999 -0.1350 -0.71 -0.39 -0.08 0.315
H -1.0137 -1.4088 -1.5134 -0.65 -0.37 1.66 0.303
H 0.6584 -1.5123 0.9473 0.49 -2.17 0.27 0.406
H 0.4879 -0.1404 1.8960 -0.16 1.39 3.22 0.426
H 2.0515 1.4231 -1.3341 0.37 0.19 -0.57 0.244
```
Forces are in eV/Å.

Computed properties:
- Energy relative to the best compared isomer or geometry (same formula, charge and spin): 75.6 kcal/mol
- Structure (SMILES): N[C@@]1([N+](=O)[O-])CC(=O)NC1=O

---

Here is a single C20H24N2O3S molecule at a distorted geometry from the OMol25 dataset. Energies are from ωB97M-V with the def2-TZVPD basis set.

Geometry as XYZ:
```
50
Properties=species:S:1:pos:R:3:forces:R:3:mulliken_charge:R:1
C -4.1635 -2.3759 -0.1446 -0.04 0.39 0.15 -0.852
C -4.8232 -1.0896 0.3474 -0.17 -0.35 -0.20 -0.512
O -3.9059 -0.2010 0.9464 0.23 0.22 0.08 -0.504
C -3.0469 0.5108 0.1654 0.12 0.03 0.18 1.011
C -3.0608 0.5669 -1.2175 -0.18 -0.12 0.16 -0.383
C -2.1211 1.3182 -1.9091 0.12 0.31 0.13 -1.394
C -1.1684 2.0481 -1.2256 -0.48 0.02 0.01 0.080
C -0.1363 2.8332 -1.9732 0.51 -0.14 0.06 -0.999
S 1.5189 2.7525 -1.1946 -0.01 0.42 -0.08 -0.224
C 1.6699 1.0279 -0.9501 0.22 0.01 0.18 0.757
N 0.8189 0.2496 -1.5885 0.09 -0.04 -0.35 -0.269
C 0.8527 -1.0593 -1.3927 0.12 -0.18 0.21 0.342
C -0.1561 -1.8685 -2.1396 0.02 -0.05 -0.02 -1.286
C 1.7893 -1.6500 -0.5484 0.11 0.22 0.13 -1.001
C 2.7076 -0.8552 0.1212 0.00 0.08 -0.19 1.273
C 3.7319 -1.4534 1.0536 0.08 -0.16 0.22 -0.939
O 5.0087 -0.8796 0.9442 -0.14 -0.02 0.17 -0.357
C 5.6530 -1.1588 -0.2734 0.07 -0.05 -0.16 -0.656
C 2.6512 0.5296 -0.0697 -0.71 -0.64 -0.58 0.721
C 3.4987 1.4247 0.6159 0.25 0.37 0.29 -0.843
N 4.1330 2.2002 1.1739 0.20 0.28 0.16 -0.562
C -1.1703 2.0290 0.1666 -0.15 0.03 0.13 -0.009
C -2.0757 1.2586 0.8717 -0.18 -0.17 -0.02 0.493
O -2.1347 1.1537 2.2273 -0.25 -0.11 -0.32 -0.536
C -1.0792 1.6721 3.0102 0.43 0.06 0.21 -0.632
C 0.1962 0.8390 2.9060 -0.37 0.12 -0.09 -0.385
H -3.4354 -2.1650 -0.9240 0.06 -0.04 -0.09 0.154
H -4.9196 -3.0494 -0.5388 -0.07 -0.09 -0.06 0.391
H -3.6515 -2.8627 0.6816 0.04 -0.07 0.06 0.301
H -5.5326 -1.3217 1.1467 0.03 0.06 -0.16 0.349
H -5.3720 -0.5974 -0.4657 0.02 0.00 0.11 0.353
H -3.7958 0.0154 -1.7823 -0.09 -0.10 0.01 0.376
H -2.1365 1.3239 -2.9886 0.04 -0.03 -0.13 0.305
H -0.3634 3.9012 -1.9785 0.06 -0.01 -0.06 0.480
H -0.0413 2.4764 -2.9976 -0.12 0.06 0.02 0.371
H -0.9769 -1.2255 -2.4437 -0.06 -0.01 0.00 0.233
H -0.5281 -2.6822 -1.5216 -0.06 -0.10 0.00 0.378
H 0.3002 -2.2972 -3.0317 0.00 -0.06 -0.08 0.290
H 1.7976 -2.7208 -0.4135 0.03 -0.13 0.01 0.395
H 3.4233 -1.2698 2.0892 -0.03 -0.09 -0.12 0.240
H 3.7806 -2.5419 0.8887 -0.06 0.13 0.05 0.452
H 6.6275 -0.6796 -0.2184 0.01 -0.04 -0.08 0.235
H 5.1006 -0.7561 -1.1309 0.03 -0.01 0.02 0.272
H 5.7811 -2.2401 -0.4131 0.01 0.04 -0.01 0.315
H -0.4289 2.6146 0.6877 0.07 -0.02 0.11 0.531
H -1.4631 1.6367 4.0332 0.06 0.09 -0.14 0.366
H -0.8791 2.7202 2.7551 -0.08 -0.07 0.04 0.365
H 0.5579 0.8127 1.8808 0.09 0.00 -0.08 -0.202
H 0.9697 1.2669 3.5375 0.12 0.04 0.07 0.402
H -0.0023 -0.1813 3.2252 0.00 -0.10 0.05 0.314
```
Forces are in eV/Å.

Computed properties:
- Energy relative to the best compared isomer or geometry (same formula, charge and spin): 74.9 kcal/mol
- Structure (SMILES): CCOc1ccc(CSc2nc(C)cc(COC)c2C#N)cc1OCC

---

We obtain calculated total energy values of -210717.5713, -16886.8159, -41086.3718 eV for the records listed above, in that order.
We obtain lowest unoccupied orbital energy values of -2.3, -0.1, 0.3 eV for the records listed above, in that order.